9
Properties=species:S:1:pos:R:3 method="wB97M-V/def2-TZVPD" orbital_gap_ha="0.2756 / 0.2756" lumo_ev="5.06 / 5.06" charge=-1 e_homo_ev="-2.440 / -2.438"
N -3.28066 0.91362 -2.85597
N -3.50438 -0.17356 -2.95392
N 0.59652 -0.18753 0.68254
N -0.64763 0.53922 -0.79770
N -0.52776 0.36165 0.48259
O -1.57192 1.23382 -1.47669
O -1.39362 0.83659 1.25692
H -0.01432 -0.18487 -1.31647
H 0.54644 -0.54625 1.62973